Entry 1:
Here is a 2-piece molecular cluster, C2H4FN overall from the Open Molecules 2025 dataset. Energies are from ωB97M-V/def2-TZVPD.

Last column: Löwdin charge in e.
Element x y z (Å)
C1 -0.09 0.36 -0.29  -0.532
C2 0.16 -0.86 0.59  -0.030
N1 0.65 0.84 -1.12  0.116
F1 -1.25 1.06 0.24  -0.085
H1 1.15 -0.83 0.91  0.041
H2 0.08 -1.70 -0.17  0.096
H3 -0.62 -1.01 1.45  0.119
H4 -0.08 2.14 -1.61  0.275

## Properties
2S+1 = 1
strongest force on any atom = 6.02 eV/A
HOMO-LUMO gap = 11.02 eV
charge = 0
E = -233.1176 a.u.
energy above the lowest of the compared OMol25 structures with the same formula, charge and spin = 245.7 kJ/mol



Entry 2:
Here is C5H5NO as an isolated structure from the Open Molecules 2025 dataset. Energies are from ωB97M-V/def2-TZVPD.

Last column: Löwdin charge in e.
Element x y z (Å)
N1 -0.28 0.88 1.99  0.150
C1 0.25 1.45 1.06  -0.146
C2 0.78 1.34 -0.19  -0.143
O1 1.54 0.18 -0.31  -0.071
C3 0.57 -0.84 -0.50  -0.267
C4 -0.71 -0.98 0.29  -0.098
C5 -0.75 -0.34 -0.91  0.004
H1 0.98 2.15 -0.88  0.119
H2 1.06 -1.73 -0.91  0.143
H3 -1.24 -1.81 0.74  0.125
H4 -0.78 -0.06 1.38  0.074
H5 -1.40 -0.24 -1.77  0.112

## Properties
2S+1 = 1
strongest force on any atom = 0.86 eV/A
HOMO-LUMO gap = 9.11 eV
charge = 0
E = -323.2890 a.u.
energy above the lowest of the compared OMol25 structures with the same formula, charge and spin = 605.7 kJ/mol



Entry 3:
Here is a 6-piece molecular cluster, CH12O7 overall from the Open Molecules 2025 dataset. Energies are from ωB97M-V/def2-TZVPD.

Last column: Löwdin charge in e.
Element x y z (Å)
O1 -0.35 -1.30 0.84  -0.002
C1 0.13 -0.43 1.84  -0.291
O2 -0.55 0.71 1.83  0.084
H1 -0.11 -0.95 2.78  0.190
H2 1.25 -0.33 1.66  0.185
H3 1.37 -1.94 -1.94  0.042
H4 0.07 -0.32 -1.89  0.009
O3 1.13 -1.29 -1.27  -0.197
H5 -0.50 1.19 -1.65  -0.020
H6 -2.17 -0.27 -0.97  -0.002
O4 -0.71 0.32 -2.03  -0.055
H7 0.00 2.71 -0.36  0.077
H8 -0.29 1.21 0.97  0.052
O5 0.02 1.74 -0.35  -0.137
H9 -2.13 -1.01 0.37  0.007
H10 0.36 -1.24 0.16  0.033
O6 -2.75 -0.61 -0.26  -0.041
H11 1.34 1.27 0.25  -0.001
H12 1.86 -0.05 -0.37  0.032
O7 2.03 0.57 0.39  0.036

## Properties
2S+1 = 1
strongest force on any atom = 4.59 eV/A
HOMO-LUMO gap = 4.24 eV
charge = 0
E = -571.6615 a.u.
energy above the lowest of the compared OMol25 structures with the same formula, charge and spin = 874.8 kJ/mol